#1
Formula: C6H11N
Source: the Open Molecules 2025 dataset
Level of theory: ωB97M-V/def2-TZVPD

Each line ends with the natural charge from an NBO analysis.
Geometry (Å):
C -1.3955 0.0780 0.8487  -0.2162
C -0.5946 -1.0289 0.0704  -0.4250
C 0.6393 -0.5006 -0.5798  -0.0372
C 0.7856 -0.4968 -1.9013  -0.3681
C 1.9768 0.9804 0.8344  -0.3839
C 1.8131 -0.2263 0.2822  -0.2150
N -2.1676 0.8472 -0.1034  -0.8530
H -1.9910 -0.4237 1.6123  0.1743
H -0.6201 0.6391 1.3627  0.1962
H -1.2767 -1.4812 -0.6495  0.2097
H -0.3255 -1.8230 0.7759  0.2051
H -0.0355 -0.7820 -2.5499  0.1942
H 1.7149 -0.2600 -2.4051  0.1952
H 2.8357 1.2288 1.4459  0.1955
H 1.2940 1.7983 0.6372  0.1893
H 2.6235 -0.9242 0.4458  0.2133
H -2.1584 1.8421 0.0208  0.3658
H -3.1180 0.5329 -0.1472  0.3599

The HOMO energy is -8.98 eV. Its SMILES is C=CC(=C)CCN. Its multiplicity is 1. The value obtained for the frontier orbital gap is 10.1 eV. Its total charge is 0.

---

#2
Formula: C6H11N
Source: the Open Molecules 2025 dataset
Level of theory: ωB97M-V/def2-TZVPD

Each line ends with the natural charge from an NBO analysis.
Geometry (Å):
C 1.0373 -1.0028 2.3744  -0.4060
N 0.4924 -0.1890 1.3355  -0.5993
C 0.1359 -0.7736 0.1928  0.2559
C 0.3859 -2.1663 -0.1914  -0.6662
C -0.8595 2.1799 -2.0780  -0.6443
C -0.3844 1.4088 -1.0059  -0.1716
C -0.7053 0.0901 -0.8440  -0.2436
H 0.8172 -2.0095 2.1243  0.2161
H 2.0834 -0.8215 2.5021  0.1940
H 0.5232 -0.7593 3.2633  0.1951
H -0.1469 0.6342 1.5710  0.3989
H -0.5772 -2.5387 -0.5550  0.2034
H 1.0553 -2.8852 0.1708  0.1992
H -1.2454 3.0723 -1.6348  0.2154
H -1.6071 1.7569 -2.7714  0.2176
H 0.0598 2.4407 -2.5740  0.2240
H 0.3066 1.9122 -0.3225  0.1974
H -1.3712 -0.3493 -1.5571  0.2139

The HOMO energy is -7.10 eV. Its SMILES is C=C(/C=C/C)NC. Its multiplicity is 1. The value obtained for the frontier orbital gap is 8.1 eV. Its total charge is 0.

---

#1 takes first place; second place is 1.380 eV up.

---

#1
Formula: C6H11N
Source: the Open Molecules 2025 dataset
Level of theory: ωB97M-V/def2-TZVPD

Each line ends with the natural charge from an NBO analysis.
Geometry (Å):
C -2.0723 -1.7351 -0.0524  -0.3952
N -1.6814 -0.4832 -0.6871  -0.6081
C -0.6195 0.3770 -0.7111  0.1992
C -0.4369 1.2868 -1.6818  -0.5666
C 2.4889 0.7020 1.6020  -0.6522
C 1.5724 0.6086 0.3820  -0.1332
C 0.2903 0.2935 0.4840  -0.2566
H -1.2033 -2.1852 0.4308  0.2019
H -2.8839 -1.5713 0.6567  0.1883
H -2.4421 -2.4021 -0.8283  0.2005
H -2.2905 -0.3249 -1.4818  0.3707
H 0.5082 1.6322 -2.0694  0.2129
H -1.2636 1.3980 -2.3805  0.1775
H 2.5371 -0.3144 2.0041  0.2169
H 2.1045 1.4203 2.3201  0.2222
H 3.4948 0.9291 1.2622  0.2123
H 2.1136 0.5681 -0.5594  0.2029
H -0.2163 -0.1995 1.3099  0.2067

The HOMO energy is -7.28 eV. Its SMILES is C=C(/C=C/C)NC. Its multiplicity is 1. The value obtained for the frontier orbital gap is 8.2 eV. Its total charge is 0.

---

#2
Formula: C6H11N
Source: the Open Molecules 2025 dataset
Level of theory: ωB97M-V/def2-TZVPD

Each line ends with the natural charge from an NBO analysis.
Geometry (Å):
C -0.1905 -0.6744 2.5080  -0.6230
C -0.9353 -1.4549 1.4511  -0.3866
C -1.5118 -0.5299 0.3282  -0.4234
C -0.4001 -0.1537 -0.6118  -0.2007
C 0.0650 1.0850 -0.7252  -0.0476
N 1.2471 1.5056 -1.4197  -0.4355
C 1.8046 0.7114 -2.2364  -0.0109
H 0.0352 -1.2984 3.3754  0.2124
H 0.7345 -0.2341 2.1260  0.2127
H -0.6848 0.2005 2.9457  0.2054
H -0.2923 -2.2376 1.0394  0.1952
H -1.8277 -1.9979 1.7763  0.2028
H -2.3758 -1.0655 -0.0684  0.2100
H -1.8848 0.3421 0.8711  0.2024
H 0.2027 -1.0229 -0.8549  0.1867
H -0.4825 1.9154 -0.2962  0.1939
H 1.7766 -0.3770 -2.1412  0.1332
H 2.2102 1.1263 -3.1555  0.1730

The HOMO energy is -8.69 eV. Its SMILES is C=N/C=C/CCC. Its multiplicity is 1. The value obtained for the frontier orbital gap is 9.1 eV. Its total charge is 0.

---

#3
Formula: C6H11N
Source: the Open Molecules 2025 dataset
Level of theory: ωB97M-V/def2-TZVPD

Each line ends with the natural charge from an NBO analysis.
Geometry (Å):
C -0.6798 -0.7511 -1.9954  -0.4102
N -0.6215 -1.1159 -0.5886  -0.5987
C 0.1726 -0.3391 0.2818  0.1313
C 0.3259 0.9976 0.2078  -0.2719
C -0.5255 1.9921 -0.5064  -0.6483
C 1.0265 -0.6818 2.5995  -0.3571
C 0.7167 -1.1316 1.3932  -0.2202
H 0.2426 -0.3088 -2.3737  0.1840
H -1.4832 -0.0247 -2.1404  0.1919
H -0.9304 -1.6294 -2.5738  0.2022
H -0.3260 -2.0765 -0.4849  0.3646
H 1.0914 1.3335 0.8938  0.2032
H -1.5491 2.0440 -0.1343  0.2156
H -0.5918 1.7807 -1.5712  0.2113
H -0.0484 2.9668 -0.4259  0.2168
H 1.4518 -1.2417 3.4256  0.2047
H 0.7341 0.3376 2.8367  0.1929
H 0.9941 -2.1517 1.1563  0.1879

The HOMO energy is -7.80 eV. Its SMILES is C=C/C(=C/C)NC. Its multiplicity is 1. The value obtained for the frontier orbital gap is 8.9 eV. Its total charge is 0.

---

#4
Formula: C6H11N
Source: the Open Molecules 2025 dataset
Level of theory: ωB97M-V/def2-TZVPD

Each line ends with the natural charge from an NBO analysis.
Geometry (Å):
C -2.6357 -0.9665 0.2608  -0.4172
N -2.2353 0.2155 -0.4856  -0.6199
C -1.1291 0.9334 0.1645  -0.2641
C 3.6060 0.0310 -0.5380  -0.3789
C 2.4670 -0.4555 -0.0853  -0.2087
C 1.3084 0.3271 0.4347  -0.2374
C 0.1891 0.3842 -0.2864  -0.1737
H -3.2232 -1.6237 -0.3751  0.1987
H -3.2552 -0.7488 1.1383  0.1658
H -1.7364 -1.4787 0.5983  0.1973
H -3.0188 0.8458 -0.5874  0.3549
H -1.2263 0.8109 1.2433  0.1741
H -1.2259 2.0041 -0.0285  0.2065
H 3.7944 1.1004 -0.6084  0.1928
H 4.4017 -0.6101 -0.8927  0.1975
H 2.2767 -1.5220 -0.0849  0.2013
H 1.3847 0.7704 1.4235  0.2043
H 0.2578 -0.0176 -1.2910  0.2067

The HOMO energy is -8.86 eV. Its SMILES is C=C/C=C/CNC. Its multiplicity is 1. The value obtained for the frontier orbital gap is 10.0 eV. Its total charge is 0.

---

#3 takes first place; second place is 0.311 eV up.

---

#1
Formula: C6H11N
Source: the Open Molecules 2025 dataset
Level of theory: ωB97M-V/def2-TZVPD

Each line ends with the natural charge from an NBO analysis.
Geometry (Å):
C -1.5644 -0.3898 -1.9998  -0.4167
N -0.3359 -0.4534 -1.2325  -0.6624
C -0.3861 -0.8186 0.1888  0.1546
C -1.3051 -1.7322 0.5634  -0.4532
C 1.9279 1.8977 1.4499  -0.6565
C 1.1519 1.0179 0.5200  -0.1319
C 0.6467 -0.1390 0.9880  -0.2538
H -1.7674 -1.3214 -2.5824  0.1697
H -1.5172 0.3135 -2.8289  0.1961
H -2.4244 -0.2276 -1.3586  0.2039
H 0.2771 -1.1559 -1.6301  0.3681
H -1.3701 -2.2191 1.5299  0.2029
H -2.0715 -2.0172 -0.1426  0.1965
H 1.4409 2.8659 1.6051  0.2203
H 2.2344 1.5199 2.4278  0.2125
H 2.9276 2.1608 1.0677  0.2102
H 1.2935 1.2733 -0.5196  0.2295
H 0.8420 -0.5749 1.9542  0.2103

The HOMO energy is -8.19 eV. Its SMILES is C=C(/C=C/C)NC. Its multiplicity is 1. The value obtained for the frontier orbital gap is 9.3 eV. Its total charge is 0.

---

#2
Formula: C6H11N
Source: the Open Molecules 2025 dataset
Level of theory: ωB97M-V/def2-TZVPD

Each line ends with the natural charge from an NBO analysis.
Geometry (Å):
C 0.8088 0.3820 0.3335  -0.2104
C -1.2411 0.0891 -1.2853  -0.3355
C -0.1830 0.9942 -0.6745  -0.4144
C 1.3866 -0.9500 -0.1505  -0.6168
C 0.2251 0.2552 1.7435  -0.6136
C -2.4130 -0.3432 -0.1528  0.1164
N -2.0940 -1.4687 -0.1435  -0.2810
H 1.6364 1.0986 0.3932  0.1989
H -0.8180 -0.7247 -1.8706  0.2237
H -1.9026 0.6388 -1.9527  0.2361
H 0.3889 1.3669 -1.5336  0.2169
H -0.6623 1.8629 -0.2192  0.2151
H 2.1892 -1.2783 0.5113  0.2150
H -0.5580 -0.5000 1.7914  0.2173
H 0.6135 -1.7200 -0.1654  0.2143
H 1.8033 -0.8583 -1.1562  0.2029
H -0.1849 1.2077 2.0881  0.2066
H 1.0052 -0.0522 2.4433  0.2086

The HOMO energy is -10.98 eV. Its SMILES is CC(C)CCC#N. Its multiplicity is 1. The value obtained for the frontier orbital gap is 11.3 eV. Its total charge is 0.

---

#1 takes first place; second place is 0.234 eV up.

---

#1
Formula: C6H11N
Source: the Open Molecules 2025 dataset
Level of theory: ωB97M-V/def2-TZVPD

Each line ends with the natural charge from an NBO analysis.
Geometry (Å):
C 1.6972 -1.3700 -1.0008  -0.6303
C 0.3578 -1.2041 -0.2488  -0.0767
C -0.4737 -0.0029 -0.6297  -0.4391
C -0.3634 1.0376 0.5227  -0.3286
C -1.6104 1.9175 0.6117  -0.5959
C 0.0459 0.2921 1.7942  0.1326
N 0.4809 -0.8507 1.3371  -0.5680
H 2.3377 -2.1402 -0.5523  0.2109
H 1.5636 -1.6729 -2.0555  0.2223
H 2.2561 -0.4296 -1.0133  0.2125
H -0.2022 -2.1569 -0.3445  0.1936
H 0.8775 -1.6980 1.6592  0.3924
H -0.1450 0.4505 -1.5639  0.2153
H -1.5231 -0.2958 -0.7287  0.2106
H 0.4987 1.7020 0.3400  0.2201
H -1.7480 2.4725 -0.3254  0.2045
H -2.5086 1.3084 0.7690  0.2019
H -1.5411 2.6406 1.4289  0.2219

The HOMO energy is -8.10 eV. Its multiplicity is 1. The value obtained for the frontier orbital gap is 9.0 eV. Its total charge is 0.

---

#2
Formula: C6H11N
Source: the Open Molecules 2025 dataset
Level of theory: ωB97M-V/def2-TZVPD

Each line ends with the natural charge from an NBO analysis.
Geometry (Å):
C 1.6004 -1.7857 -1.1018  -0.6000
C 0.3529 -1.3068 -0.3773  -0.4038
C 0.4691 0.1323 0.1117  -0.3758
C -0.8517 0.6487 0.7067  -0.3219
C -0.8017 2.1280 1.0960  -0.5869
C -1.9440 0.4390 -0.2615  0.2917
N -2.7672 0.2651 -1.0570  -0.3368
H 1.4820 -2.8198 -1.4417  0.2145
H 1.7994 -1.1583 -1.9796  0.2044
H 2.4737 -1.7347 -0.4426  0.2001
H -0.5064 -1.3767 -1.0486  0.2139
H 0.1245 -1.9623 0.4730  0.1962
H 1.2540 0.2114 0.8768  0.2079
H 0.7695 0.7894 -0.7166  0.2049
H -1.0884 0.0451 1.5942  0.2380
H -0.0303 2.2911 1.8555  0.2150
H -0.5680 2.7414 0.2189  0.2158
H -1.7678 2.4527 1.4938  0.2226

The HOMO energy is -11.35 eV. Its SMILES is CCC[C@@H](C)C#N. Its multiplicity is 1. The value obtained for the frontier orbital gap is 12.3 eV. Its total charge is 0.

---

#2 takes first place; second place is 2.133 eV up.